1.
The following is a DFT calculation (ωB97M-V with the def2-TZVPD basis set) of C18H21IrN7O2SSe3 as an isolated structure.

Computed properties:
**Total charge**: +2
**Expectation value of S²**: 8.770
**Gap between HOMO and LUMO (alpha / beta)**: 0.2653 / 0.2170 Eh
**E**: -8938.52684 Eh
**Largest force on an atom**: 0.42 eV/A
**E_HOMO (alpha / beta)**: -12.72 / -13.68 eV
**2S+1**: 6
**Energy above the lowest of the compared OMol25 structures with the same formula, charge and spin**: 0.235 eV

Element x y z (Å)
Ir: 0.1975 0.3484 -0.9631
Se: -5.8152 2.8351 3.4418
N: -4.2118 3.5211 3.1011
C: -3.6622 2.7392 2.2108
C: -2.3390 2.9850 1.6303
C: -1.5757 4.1092 1.9460
C: -0.3545 4.2845 1.3352
C: 0.0789 3.3305 0.4192
N: -0.6413 2.2546 0.1205
C: -1.8342 2.0769 0.7110
C: -2.6085 0.8896 0.3047
N: -2.0472 0.0660 -0.6066
C: -2.7681 -0.9556 -1.0674
C: -4.0532 -1.2383 -0.6265
C: -4.6122 -0.4270 0.3341
C: -3.8846 0.6645 0.8062
C: -4.4271 1.5976 1.7996
N: -5.6016 1.4477 2.3524
H: -1.9645 4.8263 2.6587
H: 0.2639 5.1453 1.5482
H: 1.0304 3.4292 -0.0894
H: -2.3035 -1.5793 -1.8202
H: -4.5908 -2.0803 -1.0390
H: -5.6085 -0.6052 0.7196
N: 0.1843 -0.0415 -3.5110
N: 1.1822 0.6826 -4.1655
C: 2.1147 1.3711 -3.4832
N: 3.0025 2.0326 -4.2152
S: 2.2266 1.4318 -1.7798
H: 0.2956 -1.0295 -3.7109
H: -0.7297 0.2691 -3.8270
H: 1.1632 0.7089 -5.1751
H: 3.0061 2.0171 -5.2229
H: 3.7373 2.5397 -3.7492
O: 0.3320 -2.5997 1.9881
C: 1.6524 -3.1184 2.1536
C: 2.4976 -2.5957 1.0072
C: 3.8807 -3.2505 1.1481
O: 4.7096 -2.7149 0.1320
C: 2.7175 -1.0768 1.1022
Se: 1.1394 0.0164 1.4370
C: 1.9305 -3.0422 -0.3532
Se: 0.1758 -2.3859 -0.8556
H: -0.2587 -2.9726 2.6516
H: 1.6455 -4.2114 2.1382
H: 2.0717 -2.7843 3.1063
H: 3.7820 -4.3366 1.0560
H: 4.2767 -3.0278 2.1447
H: 5.5829 -3.1185 0.1737
H: 3.1623 -0.7065 0.1808
H: 3.3961 -0.8630 1.9259
H: 1.8479 -4.1274 -0.3757
H: 2.6085 -2.7314 -1.1482

Atomic partial charges in e from the natural (NBO) method, atoms 1 to 4: Ir 0.7944; Se 1.0340; N -0.5791; C 0.0993

***

2.
The following is a DFT calculation (ωB97M-V with the def2-TZVPD basis set) of a 2-piece molecular cluster, C3H4BrNS2 overall.

Computed properties:
**Gap between HOMO and LUMO**: 0.3055 Eh
**E**: -3541.79313 Eh
**SMILES string**: N#CCSC=S.Br
**Largest force on an atom**: 2.99 eV/A
**E_HOMO**: -9.17 eV
**2S+1**: 1
**Energy above the lowest of the compared OMol25 structures with the same formula, charge and spin**: 0.232 eV

Element x y z (Å)
N: 1.3038 -2.6470 1.5643
C: 0.8244 -2.5223 0.5526
C: 0.1814 -2.4233 -0.6817
S: 0.3019 -0.6324 -1.0646
C: 0.1296 0.0774 0.4513
S: 0.1255 1.6927 0.8069
H: 0.4983 -2.8902 -1.6390
H: -0.8747 -2.6933 -0.3893
H: -0.2842 -0.5177 1.2456
Br: -4.0283 1.6456 0.6746
H: -2.7106 1.6548 1.1975

Atomic partial charges in e from the natural (NBO) method, atoms 1 to 4: N -0.2721; C 0.2354; C -0.6433; S 0.4170

***

3.
The following is a DFT calculation (ωB97M-V with the def2-TZVPD basis set) of C60H70MoN4P3 as an isolated structure.

Computed properties:
**Total charge**: +3
**Expectation value of S²**: 2.308
**Gap between HOMO and LUMO (alpha / beta)**: 0.2144 / 0.2411 Eh
**E**: -3638.73765 Eh
**Largest force on an atom**: 0.84 eV/A
**E_HOMO (alpha / beta)**: -14.91 / -15.14 eV
**2S+1**: 3

Element x y z (Å)
Mo: 0.3268 1.3382 0.0432
C: 1.6053 4.7232 1.6511
C: 1.5937 4.9840 0.1434
C: 1.3805 6.4670 -0.1568
P: 0.4069 3.8516 -0.6882
C: 0.4379 4.2612 -2.4682
C: -0.6276 3.4607 -3.2065
C: 1.8409 4.0386 -3.0392
C: -1.1891 4.3493 -0.0042
C: -1.7653 5.6004 -0.1536
C: -2.8680 5.9884 0.6104
C: -3.5017 7.3384 0.4417
C: -3.3555 5.0866 1.5603
C: -2.8227 3.8202 1.6987
C: -1.7549 3.4342 0.8859
N: -1.2450 2.1079 0.9084
C: -1.9874 1.1640 1.7323
C: -1.5331 0.9021 3.0271
C: -0.4473 1.7256 3.6725
C: -2.2053 -0.0664 3.7629
C: -3.3186 -0.7326 3.2550
C: -4.0194 -1.7876 4.0670
C: -3.8212 -0.3250 2.0198
C: -3.2058 0.6654 1.2607
C: -3.9395 1.2923 0.1042
H: 2.3961 5.3063 2.1250
H: 1.7764 3.6748 1.9067
H: 0.6592 5.0271 2.1041
H: 2.5532 4.7011 -0.2845
H: 0.4625 6.8431 0.2928
H: 1.3733 6.6922 -1.2231
H: 2.2046 7.0298 0.2846
H: 0.1964 5.3259 -2.5351
H: -0.4584 2.3907 -3.0743
H: -0.5807 3.6709 -4.2761
H: -1.6368 3.6883 -2.8601
H: 2.1658 3.0009 -2.9221
H: 2.5907 4.6735 -2.5661
H: 1.8436 4.2708 -4.1045
H: -1.3540 6.3061 -0.8650
H: -2.9907 7.9345 -0.3114
H: -3.4881 7.8903 1.3824
H: -4.5465 7.2364 0.1452
H: -4.1856 5.3806 2.1912
H: -3.2464 3.1322 2.4180
H: 0.3982 1.9333 3.0151
H: -0.0671 1.2394 4.5688
H: -0.8507 2.6937 3.9809
H: -1.8589 -0.2956 4.7652
H: -4.6071 -1.3279 4.8633
H: -3.3035 -2.4602 4.5405
H: -4.6974 -2.3794 3.4545
H: -4.7554 -0.7468 1.6631
H: -4.6897 0.6182 -0.2968
H: -3.2914 1.6143 -0.7096
H: -4.4667 2.1784 0.4646
C: 0.2171 -1.8327 1.5974
N: -0.2497 -2.8448 0.5984
C: -1.1897 -2.1447 -0.3632
P: -0.8199 -0.5823 -1.2829
C: -2.4301 -0.4951 -2.1737
C: -2.4592 0.2349 -3.3625
C: -3.6083 0.2812 -4.1335
C: -4.7379 -0.4298 -3.7501
C: -4.7115 -1.1835 -2.5884
C: -3.5712 -1.2069 -1.7959
C: 0.2711 -1.0000 -2.6737
C: 0.1767 -2.2387 -3.3111
C: 0.8995 -2.4814 -4.4644
C: 1.7101 -1.4848 -5.0062
C: 1.7954 -0.2482 -4.3876
C: 1.0753 -0.0110 -3.2218
C: -1.0654 -3.9605 1.2072
C: -1.0312 -4.1634 2.5723
C: -1.7742 -5.2097 3.1134
C: -2.5491 -6.0207 2.3022
C: -2.5865 -5.7875 0.9314
C: -1.8471 -4.7568 0.3784
P: 1.5615 -0.7873 0.6595
C: 2.7234 -0.8012 2.0644
C: 2.3063 -0.4908 3.3546
C: 3.2046 -0.5262 4.4119
C: 4.5227 -0.8998 4.1840
C: 4.9369 -1.2362 2.9020
C: 4.0446 -1.1783 1.8406
C: 2.7083 0.3081 -0.3970
C: 2.7331 1.5681 0.1785
C: 3.7699 2.4820 -0.0210
C: 4.7406 2.1357 -0.9381
C: 4.6619 0.9199 -1.6407
C: 3.6504 0.0159 -1.3876
H: 0.7457 -2.3686 2.3811
H: -0.6595 -1.3225 1.9937
H: -2.0591 -1.9256 0.2527
H: -1.4754 -2.8580 -1.1261
H: -1.5733 0.7396 -3.7242
H: -3.6115 0.8542 -5.0510
H: -5.6288 -0.4091 -4.3632
H: -5.5825 -1.7500 -2.2867
H: -3.6197 -1.7771 -0.8821
H: -0.4751 -3.0182 -2.9333
H: 0.8204 -3.4415 -4.9569
H: 2.2611 -1.6743 -5.9177
H: 2.4172 0.5315 -4.8081
H: 1.1536 0.9637 -2.7521
H: -0.4478 -3.5419 3.2342
H: -1.7395 -5.3806 4.1809
H: -3.1244 -6.8303 2.7300
H: -3.1817 -6.4186 0.2853
H: -1.8505 -4.6399 -0.6957
H: 1.2738 -0.2304 3.5449
H: 2.8785 -0.2689 5.4110
H: 5.2250 -0.9353 5.0059
H: 5.9612 -1.5367 2.7267
H: 4.3834 -1.4307 0.8422
H: 2.0364 1.7067 1.0515
H: 3.8394 3.3987 0.5402
H: 5.5747 2.8028 -1.1125
H: 5.4476 0.6659 -2.3407
H: 3.6309 -0.9497 -1.8776
N: 1.8049 -2.1458 -0.3287
C: 1.0685 -3.1703 -0.1888
N: 1.2785 -4.3632 -0.7324
C: 1.0821 -5.7110 -0.1236
C: 2.4331 -6.3010 0.2672
C: 3.4083 -6.3618 -0.8975
C: 3.5782 -4.9709 -1.4912
C: 2.2333 -4.3846 -1.8776
H: 0.5719 -6.3317 -0.8626
H: 0.4604 -5.6457 0.7555
H: 2.2496 -7.2886 0.6928
H: 2.8573 -5.6842 1.0674
H: 3.0232 -7.0403 -1.6658
H: 4.3666 -6.7658 -0.5747
H: 4.2032 -4.9949 -2.3854
H: 4.0701 -4.3073 -0.7725
H: 1.7573 -4.9947 -2.6500
H: 2.3256 -3.3679 -2.2470

Atomic partial charges in e from the Löwdin method, atoms 1 to 4: Mo 1.1100; C -0.0933; C -0.5279; C -0.0758

***

4.
The following is a DFT calculation (ωB97M-V with the def2-TZVPD basis set) of an isolated molecule of C16H17ClF2N2O4S.

Computed properties:
**Gap between HOMO and LUMO**: 0.3374 Eh
**E**: -2088.37652 Eh
**SMILES string**: O=C(NS(=O)(=O)N1CC(F)C1)c1cc(Cl)c(O[C@H]2C[C@@H]3C[C@@H]3C2)cc1F
**Largest force on an atom**: 4.35 eV/A
**E_HOMO**: -9.42 eV
**2S+1**: 1
**Energy above the lowest of the compared OMol25 structures with the same formula, charge and spin**: 0.000 eV

Element x y z (Å)
O: -0.7250 1.8237 -3.3097
C: -0.9580 1.1098 -2.3371
N: -2.2556 0.6854 -2.1872
S: -3.1751 0.3280 -3.5544
O: -2.5834 -0.7558 -4.3024
O: -3.6264 1.4690 -4.3761
N: -4.6349 -0.2705 -2.8296
C: -5.5334 0.7352 -2.3007
C: -6.6069 0.4245 -3.3764
F: -7.8375 0.0812 -2.9601
C: -5.6409 -0.6639 -3.8339
C: 0.1792 0.8232 -1.4440
C: 1.4817 1.2860 -1.7270
C: 2.5450 1.0679 -0.8351
Cl: 4.1157 1.5903 -1.3611
C: 2.3426 0.4436 0.4074
O: 3.4591 0.2894 1.2442
C: 3.2741 -0.0621 2.6246
C: 3.1446 -1.5965 2.7907
C: 4.0132 -1.9345 3.9912
C: 3.7652 -1.1553 5.2864
C: 4.8729 -0.7004 4.3109
C: 4.5108 0.4404 3.4109
C: 1.0655 -0.0903 0.6510
C: -0.0045 0.1351 -0.2277
F: -1.2062 -0.3467 0.1884
H: -2.3565 -0.1059 -1.5127
H: -5.8974 0.4765 -1.3077
H: -5.1769 1.7807 -2.3534
H: -6.6258 1.1917 -4.1464
H: -5.3561 -0.5780 -4.8688
H: -6.0014 -1.6666 -3.6278
H: 1.6732 1.8270 -2.6490
H: 2.4109 0.4357 3.0460
H: 3.5145 -2.0447 1.8847
H: 2.1261 -1.9205 2.9771
H: 4.4755 -2.9257 4.0568
H: 4.0903 -1.6861 6.2001
H: 2.8328 -0.5662 5.3782
H: 5.8912 -0.8330 4.6809
H: 5.3515 0.7300 2.7481
H: 4.2350 1.3294 3.9866
H: 0.8313 -0.6008 1.5642

Atomic partial charges in e from the natural (NBO) method, atoms 1 to 4: O -0.5538; C 0.6503; N -0.8557; S 2.3631

***

5.
The following is a DFT calculation (ωB97M-V with the def2-TZVPD basis set) of an isolated molecule of C4H7N3S.

Computed properties:
**Gap between HOMO and LUMO (alpha / beta)**: 0.2699 / 0.2469 Eh
**E**: -718.85741 Eh
**Largest force on an atom**: 6.27 eV/A
**E_HOMO (alpha / beta)**: -7.78 / -7.34 eV
**2S+1**: 1
**Energy above the lowest of the compared OMol25 structures with the same formula, charge and spin**: 6.672 eV

Element x y z (Å)
C: -1.5812 1.5687 0.1741
C: 0.9334 0.1635 0.5069
C: 0.7384 1.3146 -0.4001
C: -1.9034 -1.3919 -0.4556
N: -0.4526 1.8569 -0.2552
N: 0.5733 -1.1063 -0.2268
N: -0.6232 -1.6664 0.1580
S: -2.6473 0.0347 0.1445
H: -2.0761 2.3988 0.5235
H: 1.9395 -0.1787 0.9015
H: 0.2484 0.1309 1.4036
H: 1.4112 1.7980 -0.9336
H: -2.0612 -1.7540 -1.4558
H: 0.4821 -1.0584 -1.1866
H: -0.6795 -1.5024 1.1239

Atomic partial charges in e from the natural (NBO) method, atoms 1 to 4: C -0.0698; C -0.3192; C -0.0029; C -0.3723

***

6.
The following is a DFT calculation (ωB97M-V with the def2-TZVPD basis set) of H4N4O as an isolated structure.

Computed properties:
**Gap between HOMO and LUMO**: 0.3079 Eh
**E**: -296.47818 Eh
**Largest force on an atom**: 4.76 eV/A
**E_HOMO**: -8.70 eV
**2S+1**: 1
**Energy above the lowest of the compared OMol25 structures with the same formula, charge and spin**: 1.298 eV

Element x y z (Å)
N: -1.3808 -0.1651 -0.5645
N: -1.1221 1.0365 -0.4930
N: 0.6726 -1.2580 0.4908
N: 1.7357 -0.4802 0.5065
O: 1.6048 0.6603 0.0657
H: -1.7887 1.7426 -0.5505
H: 0.0025 1.3085 -0.4486
H: 0.6320 -2.1462 1.0384
H: -0.3559 -0.6985 -0.0448

Atomic partial charges in e from the natural (NBO) method, atoms 1 to 4: N -0.1785; N -0.3609; N -0.6323; N 0.2146